#A
{
  "formula": "C3H10NO2",
  "method": "ωB97M-V with the def2-TZVPD basis set",
  "symbols": ["C", "N", "C", "O", "C", "H", "H", "H", "H", "H", "H", "H", "H", "H", "H", "O"],
  "xyz": [[0.78, 0.64, -0.29], [-0.07, -0.19, -1.17], [0.09, -1.62, -0.94], [-0.39, -2.18, 0.29], [0.19, 2.02, 0.08], [1.80, 0.82, -0.75], [0.80, 0.14, 0.68], [-1.05, 0.06, -1.20], [-0.36, -2.31, -1.64], [1.21, -1.90, -1.00], [-0.62, 1.70, 0.80], [0.87, 2.80, 0.34], [-0.41, 2.49, -0.72], [-0.83, -0.80, 2.64], [-0.76, -1.20, 1.03], [-1.25, -0.47, 1.84]],
  "lumo_ev": 4.277,
  "gap_ev": 7.8,
  "charge": -1
}

---

#B
{
  "formula": "C3H10NO2",
  "method": "ωB97M-V with the def2-TZVPD basis set",
  "symbols": ["C", "N", "C", "C", "O", "H", "H", "H", "H", "H", "H", "H", "H", "H", "H", "O"],
  "xyz": [[1.16, 0.17, 1.69], [0.39, -0.14, 0.46], [0.38, 0.80, -0.62], [-1.18, 0.93, -1.03], [-2.08, 1.54, -0.18], [0.96, -0.54, 2.49], [0.91, 1.16, 2.09], [2.24, 0.07, 1.62], [-0.64, -0.32, 0.54], [1.01, 0.72, -1.59], [0.52, 2.01, -0.39], [-1.49, 0.01, -1.62], [-1.28, 1.59, -1.97], [0.11, -2.68, -0.46], [1.16, -1.84, -0.03], [1.02, -2.87, -0.32]],
  "lumo_ev": 3.963,
  "gap_ev": 6.4,
  "charge": -1
}

---

#C
{
  "formula": "C3H10NO2",
  "method": "ωB97M-V with the def2-TZVPD basis set",
  "symbols": ["C", "C", "C", "O", "N", "H", "H", "H", "H", "H", "H", "H", "H", "H", "H", "O"],
  "xyz": [[1.55, -0.71, -0.22], [0.37, -0.66, -1.23], [-0.72, 0.29, -0.74], [-0.95, 0.41, 0.63], [2.54, -1.71, -0.72], [1.02, -0.76, 0.73], [2.12, 0.21, -0.19], [0.82, -0.17, -2.12], [-0.06, -1.68, -1.28], [-1.65, 0.07, -1.36], [-0.38, 1.26, -1.13], [2.27, -1.87, -1.68], [2.53, -2.54, -0.15], [-1.57, 1.93, 2.28], [-2.33, 1.35, 1.37], [-2.49, 2.11, 2.00]],
  "lumo_ev": 4.232,
  "gap_ev": 7.3,
  "charge": -1
}

---

Which structure is the most stable? The one labeled #A.

---

#A
{
  "formula": "C3H10NO2",
  "method": "ωB97M-V with the def2-TZVPD basis set",
  "symbols": ["C", "O", "C", "C", "N", "H", "H", "H", "H", "H", "H", "H", "H", "H", "H", "O"],
  "xyz": [[0.27, -1.23, -0.09], [0.73, -0.93, 1.15], [0.16, 0.00, -1.05], [-0.89, 1.01, -0.62], [1.47, 0.71, -1.06], [-0.73, -1.73, -0.09], [0.95, -1.94, -0.62], [-0.05, -0.27, -2.08], [-0.61, 1.43, 0.35], [-0.81, 1.83, -1.34], [-1.91, 0.65, -0.58], [1.73, 0.72, -0.07], [2.11, 0.09, -1.55], [-0.10, -0.15, 2.08], [-1.29, -0.43, 3.09], [-1.02, 0.26, 2.47]],
  "lumo_ev": 4.443,
  "gap_ev": 7.8,
  "charge": -1
}

---

#B
{
  "formula": "C3H10NO2",
  "method": "ωB97M-V with the def2-TZVPD basis set",
  "symbols": ["C", "N", "C", "C", "O", "H", "H", "H", "H", "H", "H", "H", "H", "H", "H", "O"],
  "xyz": [[1.02, 0.85, 0.59], [0.02, -0.18, 0.39], [-0.22, -0.44, -1.01], [-1.24, 0.71, -1.55], [-1.82, 1.34, -0.52], [1.20, 1.08, 1.64], [0.77, 1.77, 0.08], [1.97, 0.48, 0.20], [-0.88, 0.23, 0.70], [-0.59, -1.46, -1.12], [0.71, -0.31, -1.58], [-1.98, 0.06, -2.09], [-0.69, 1.34, -2.27], [0.78, -1.71, 2.94], [0.34, -1.54, 1.46], [0.61, -2.23, 2.14]],
  "lumo_ev": 4.144,
  "gap_ev": 7.0,
  "charge": -1
}

---

Which structure is the most stable? The one labeled #A.